No. 1
{
  "formula": "C4H9NO2",
  "method": "ωB97M-V/def2-TZVPD",
  "symbols": ["O", "C", "H", "H", "H", "H", "H", "H", "O", "C", "H", "N", "H", "C", "C", "H"],
  "coordinates": [[1.477, -1.719, 1.909], [-0.894, -0.436, 0.015], [1.499, 0.831, 0.048], [1.310, 0.820, 1.761], [-2.136, 1.068, -0.934], [-0.698, 2.800, -0.840], [0.853, -1.157, -1.224], [0.389, -2.559, -0.289], [-0.472, 2.059, -0.253], [1.254, -1.029, 0.933], [-1.760, -1.046, -0.212], [1.476, 0.317, 0.910], [-0.640, 0.719, -1.823], [0.425, -1.439, -0.252], [-1.055, 0.880, -0.821], [-1.029, -0.109, 1.070]],
  "atomic_forces_ev_per_a": [[-0.214, 0.070, -0.423], [0.114, -0.638, -0.387], [-0.450, 0.055, 0.175], [0.479, 0.200, 0.097], [0.251, -0.235, 0.047], [0.102, -0.407, 0.346], [0.068, 0.256, 0.283], [-1.010, 1.075, 0.287], [0.097, -0.131, -0.073], [0.036, 0.222, 0.221], [-0.325, -0.025, -0.165], [1.133, 0.184, 0.371], [-0.039, -0.031, -0.060], [-0.600, 0.819, 0.131], [-0.121, -0.720, -0.326], [0.480, -0.692, -0.524]],
  "nbo_charge": [-0.595, -0.407, 0.397, 0.402, 0.172, 0.475, 0.213, 0.241, -0.739, 0.670, 0.216, -0.851, 0.158, -0.507, -0.071, 0.226],
  "relative_energy_kj_mol": 175.2,
  "e_lumo_ev": 0.617,
  "spin_multiplicity": 1,
  "fmax_ev_per_a": 1.5,
  "charge": 0,
  "energy_ev": -9878.244,
  "smiles": "NC(=O)CCCO"
}

No. 2
{
  "formula": "C33H28NO2Sc",
  "method": "ωB97M-V/def2-TZVPD",
  "symbols": ["H", "H", "H", "C", "C", "C", "O", "C", "H", "C", "H", "C", "C", "C", "C", "H", "C", "H", "H", "C", "H", "H", "H", "O", "Sc", "N", "H", "H", "H", "C", "C", "H", "H", "C", "C", "H", "C", "C", "C", "C", "H", "C", "C", "H", "H", "C", "C", "H", "C", "C", "C", "H", "H", "C", "H", "H", "C", "C", "H", "C", "C", "H", "C", "H", "C"],
  "coordinates": [[1.084, 2.334, -4.368], [0.050, -1.938, 0.236], [-1.211, -2.665, 7.578], [5.162, 2.448, -2.841], [-2.140, -1.479, 5.995], [1.012, -0.554, -2.623], [0.310, -0.528, 2.045], [3.955, 1.789, -2.645], [0.535, 3.361, -0.441], [-1.958, 0.178, 2.236], [-0.021, -1.445, -5.862], [-0.904, -1.067, 2.499], [-1.901, 0.654, 0.881], [4.246, 4.502, -2.059], [2.828, 2.494, -2.063], [2.247, 4.497, -1.429], [0.998, 1.301, -4.116], [-1.695, 0.909, 2.983], [-1.001, -3.449, -1.444], [-2.477, -4.167, -0.073], [0.903, -3.014, 6.311], [-3.149, -2.676, 3.006], [-3.719, -0.249, 0.507], [1.869, 1.002, -0.538], [1.225, 0.939, 1.260], [-0.816, 1.278, 0.416], [1.145, -0.936, -1.645], [0.208, -2.365, -3.414], [-3.014, -0.188, 2.391], [5.339, 3.754, -2.539], [-0.843, -2.510, 0.477], [1.064, -2.138, 3.957], [-0.118, 3.216, -2.100], [1.212, 0.798, -2.826], [0.207, -2.057, 4.564], [-4.002, -4.511, 1.489], [3.025, 3.845, -1.822], [-2.015, -1.060, 4.726], [-2.964, 0.358, 0.068], [1.623, 1.745, -1.697], [3.898, 0.787, -2.968], [-3.085, -3.916, 1.236], [-1.125, -2.334, 6.536], [5.913, 1.943, -3.397], [-3.071, -1.362, 6.594], [-2.620, -2.916, 2.106], [-1.406, -3.421, -0.457], [0.574, 0.864, -6.226], [-1.909, 1.474, -1.673], [-2.922, 0.659, -1.263], [-1.421, -2.244, 1.695], [6.254, 4.259, -2.698], [-3.738, 0.398, -1.942], [-0.851, -1.327, 3.990], [-2.968, -4.870, -0.774], [-2.794, -0.445, 4.290], [0.543, -1.368, -3.702], [0.320, -0.904, -5.002], [4.316, 5.610, -1.855], [-0.853, 1.800, -0.817], [0.327, 2.612, -1.273], [-1.924, 1.900, -2.693], [0.683, 0.455, -5.179], [1.505, 2.408, 2.503], [0.053, -2.467, 5.887]],
  "atomic_forces_ev_per_a": [[0.347, 0.674, 0.201], [-0.187, -0.143, -0.147], [-0.079, -0.054, -0.510], [-1.006, -1.360, -0.581], [-0.171, -2.448, 2.504], [-0.701, 0.062, -2.022], [-0.010, -1.205, 0.355], [-1.027, 2.086, 1.010], [0.258, -1.003, -0.946], [-0.412, -2.369, 1.673], [-0.151, -0.583, 0.083], [-0.142, 2.510, -0.341], [0.292, 0.138, -0.804], [0.250, -0.034, 0.087], [2.970, 0.233, -1.073], [-0.175, -0.432, -0.023], [0.048, -1.073, -0.721], [0.069, 0.459, 0.147], [0.272, -0.311, -0.480], [-1.800, -0.050, 1.484], [-0.476, 0.176, 0.172], [-0.017, 0.008, 0.375], [-0.756, -0.257, 0.046], [0.604, -0.160, -0.030], [-0.211, 0.549, 0.874], [-0.007, 0.908, -0.045], [0.103, -0.540, 0.636], [0.354, -0.006, -0.262], [1.167, 0.484, 0.116], [-1.589, 2.329, 0.923], [-0.089, -0.210, -0.587], [1.087, -0.526, -0.264], [0.831, -0.250, 0.239], [-0.207, 0.327, -0.569], [-2.286, 1.831, -0.046], [0.999, 0.685, -0.172], [0.272, 1.007, 0.155], [0.317, 1.016, -1.109], [-0.014, -0.750, -0.129], [-2.696, -0.907, 1.157], [-0.385, -1.023, -0.114], [-0.217, -0.287, -0.830], [-1.517, 1.846, 1.355], [0.763, -0.565, -0.051], [0.828, 0.220, -0.617], [1.074, -1.025, -2.366], [0.596, 0.934, 1.277], [0.180, -0.220, 1.380], [0.945, 1.252, -1.404], [-1.056, 0.434, -0.275], [-0.788, -0.106, 0.514], [0.910, 0.291, -0.254], [0.338, -0.061, 0.218], [-0.247, -1.211, -0.076], [0.395, 0.431, 0.656], [0.049, -0.238, 0.159], [-0.642, -0.310, 0.811], [1.606, 1.896, 1.595], [0.035, -1.478, -0.247], [0.184, -1.059, -0.439], [-0.224, 1.522, -0.520], [0.203, -0.389, 0.645], [-1.072, 0.027, -1.234], [0.015, -0.424, -0.456], [1.997, -1.266, -1.102]],
  "nbo_charge": [0.217, 0.221, 0.213, -0.221, -0.198, -0.237, -0.927, -0.184, 0.241, -0.461, 0.221, 0.253, 0.233, -0.199, 0.038, 0.210, -0.252, 0.244, 0.211, -0.229, 0.214, 0.228, 0.215, -0.926, 1.876, -0.547, 0.225, 0.204, 0.215, -0.211, -0.235, 0.225, 0.226, 0.064, -0.189, 0.213, -0.228, -0.237, -0.196, 0.179, 0.216, -0.197, -0.215, 0.210, 0.215, -0.251, -0.197, 0.208, -0.249, -0.150, 0.038, 0.211, 0.227, -0.021, 0.217, 0.213, -0.202, -0.224, 0.217, 0.265, -0.463, 0.228, -0.199, -0.597, -0.208],
  "e_lumo_ev": 0.134,
  "spin_multiplicity": 1,
  "fmax_ev_per_a": 3.5,
  "charge": 0,
  "energy_ev": -60961.898
}